Formula: C29H54N3O9P2V
Source: OMol25
Level of theory: the ωB97M-V functional and the def2-TZVPD basis

```
98
C29H54N3O9P2V, DFT the ωB97M-V functional and the def2-TZVPD basis
V -1.16 0.93 -0.61
C 2.72 2.02 -2.95
O 1.31 1.84 -2.94
C 0.64 3.05 -3.21
C -0.83 2.81 -3.18
O -1.31 2.56 -1.82
C -1.97 3.69 -1.17
C -1.47 3.75 0.25
O -1.70 2.45 0.80
C -1.63 2.40 2.23
H 3.05 2.43 -3.91
H 3.03 2.68 -2.14
H 3.17 1.04 -2.80
H 0.92 3.83 -2.48
H 0.90 3.43 -4.21
H -1.40 3.66 -3.56
H -1.11 1.92 -3.76
H -1.72 4.60 -1.71
H -3.04 3.50 -1.20
H -0.40 3.97 0.31
H -2.04 4.50 0.81
H -2.49 2.91 2.64
H -1.64 1.35 2.51
H -0.70 2.87 2.56
C 5.04 -0.11 1.54
C 4.65 0.26 0.13
C 4.70 -0.90 -0.83
O 3.32 0.90 0.02
P 2.00 0.72 0.82
O 0.90 1.54 0.21
C 1.58 -1.04 0.76
P -0.03 -1.43 1.41
O -0.95 -0.38 0.85
O -0.39 -2.90 1.06
C -0.61 -3.41 -0.32
C -2.09 -3.35 -0.61
C -0.02 -4.80 -0.35
O -0.05 -1.36 2.95
C 0.43 -2.44 3.87
C -0.79 -3.12 4.42
C 1.30 -1.77 4.89
O 2.23 0.99 2.34
C 2.11 2.33 2.98
C 3.48 2.93 3.12
C 1.40 2.11 4.29
H 6.06 -0.50 1.51
H 4.40 -0.89 1.96
H 5.03 0.75 2.21
H 5.30 1.06 -0.23
H 4.08 -1.73 -0.50
H 5.72 -1.28 -0.90
H 4.39 -0.61 -1.84
H 2.36 -1.65 1.23
H 1.56 -1.28 -0.31
H -0.06 -2.75 -0.99
H -2.64 -3.98 0.10
H -2.28 -3.73 -1.61
H -2.48 -2.33 -0.54
H -0.48 -5.42 0.42
H 1.05 -4.78 -0.18
H -0.21 -5.26 -1.32
H 1.01 -3.13 3.25
H -1.41 -2.41 4.96
H -0.49 -3.90 5.12
H -1.39 -3.59 3.63
H 0.71 -1.12 5.54
H 2.09 -1.18 4.42
H 1.77 -2.53 5.52
H 1.50 2.93 2.30
H 4.14 2.28 3.70
H 3.40 3.88 3.67
H 3.94 3.15 2.16
H 2.08 1.69 5.03
H 0.55 1.44 4.17
H 1.04 3.06 4.67
C 0.39 -1.85 -5.00
N -0.80 -1.73 -4.15
C -2.05 -2.42 -4.52
C -0.76 -1.00 -3.08
N -0.74 -0.35 -2.12
H 0.73 -2.89 -5.00
H 1.17 -1.20 -4.62
H 0.13 -1.55 -6.02
H -1.87 -3.49 -4.55
H -2.37 -2.07 -5.50
H -2.81 -2.19 -3.78
N -8.42 -0.50 -1.44
C -7.30 -0.28 -1.31
C -5.89 -0.01 -1.16
C -5.30 -0.13 0.10
C -3.94 0.12 0.24
C -3.15 0.49 -0.85
C -3.78 0.61 -2.09
C -5.13 0.37 -2.26
H -5.90 -0.43 0.95
H -3.50 0.01 1.23
H -3.20 0.90 -2.97
H -5.60 0.47 -3.23
```

## Properties
Net charge: +2
2S+1: 3
<S²>: 2.02

---

Formula: C6H8OS
Source: OMol25
Level of theory: the ωB97M-V functional and the def2-TZVPD basis

```
16
C6H8OS, DFT the ωB97M-V functional and the def2-TZVPD basis
C -1.87 0.09 -0.02
C -0.41 0.40 -0.06
C 0.35 -0.08 1.24
C 1.72 -0.44 0.70
C 1.73 -0.49 -0.61
C 0.35 -0.24 -1.19
H -2.23 2.00 -0.10
H -0.29 1.46 -0.18
H 0.47 0.69 2.02
H -0.09 -0.96 1.68
H 2.61 -0.50 1.32
H 2.54 -0.85 -1.29
H -0.10 -1.19 -1.47
H 0.40 0.37 -2.11
O -2.68 1.14 -0.01
S -2.49 -1.41 0.08
```

## Properties
Structure (SMILES): OC(=S)C1CC=CC1
Net charge: 0
2S+1: 1

---

Formula: C22H23BrCuN4O2
Source: OMol25
Level of theory: the ωB97M-V functional and the def2-TZVPD basis

```
53
C22H23BrCuN4O2, DFT the ωB97M-V functional and the def2-TZVPD basis
Cu 0.05 -0.09 0.23
C 2.80 -0.66 0.44
N 1.96 -0.14 -0.66
C 2.08 -1.02 -1.84
C 2.27 1.26 -0.91
C 3.25 1.64 -1.81
C 3.58 2.98 -1.96
C 2.94 3.92 -1.18
C 1.95 3.56 -0.28
C 1.55 2.22 -0.15
N 0.52 1.72 0.61
C -0.32 2.29 1.54
C -0.61 3.65 1.72
C -1.51 4.08 2.69
C -2.14 3.17 3.52
C -1.90 1.81 3.34
C -1.02 1.38 2.36
N -0.72 -0.05 2.18
C 0.29 -0.46 3.17
C -1.91 -0.92 2.26
H 3.85 -0.65 0.16
H 2.67 -0.03 1.32
H 2.50 -1.68 0.68
H 3.13 -1.26 -2.05
H 1.54 -1.95 -1.64
H 1.64 -0.54 -2.71
H 3.77 0.89 -2.39
H 4.34 3.27 -2.68
H 3.20 4.97 -1.28
H 1.49 4.32 0.32
H -0.18 4.39 1.06
H -1.72 5.13 2.78
H -2.83 3.50 4.28
H -2.41 1.09 3.97
H -0.11 -0.39 4.18
H 0.59 -1.50 2.98
H 1.16 0.19 3.09
H -2.36 -0.91 3.26
H -2.64 -0.61 1.52
H -1.60 -1.94 2.03
Br 0.52 2.05 -5.35
C -1.05 1.45 -4.48
C -2.28 1.59 -5.11
N -3.41 1.19 -4.54
C -3.35 0.63 -3.34
C -2.16 0.42 -2.65
C -0.98 0.85 -3.24
C -2.17 -0.24 -1.30
O -3.10 -0.02 -0.54
O -1.11 -0.96 -1.02
H -2.35 2.05 -6.09
H -4.29 0.33 -2.89
H -0.04 0.75 -2.72
```

## Properties
Net charge: 0
2S+1: 2
<S²>: 0.75

---

Formula: C4H3EuO2
Source: OMol25
Level of theory: the ωB97M-V functional and the def2-TZVPD basis

```
10
C4H3EuO2, DFT the ωB97M-V functional and the def2-TZVPD basis
O 1.69 -1.52 -0.76
C 0.62 -1.41 -0.27
C -0.51 -1.13 0.33
C -1.28 0.10 0.01
C -0.79 1.36 0.06
H -0.86 -1.86 1.06
H 0.08 2.09 -0.79
H -2.33 -0.05 -0.26
Eu 2.81 0.91 0.44
O 0.58 1.51 0.18
```

## Properties
Net charge: 0
2S+1: 9
<S²>: 20.01

---

Formula: C25H23Cl5N7SV
Source: OMol25
Level of theory: the ωB97M-V functional and the def2-TZVPD basis

```
62
C25H23Cl5N7SV, DFT the ωB97M-V functional and the def2-TZVPD basis
V 0.18 0.54 -0.44
C -1.08 2.89 0.65
N -1.43 1.46 0.65
C -2.70 1.15 -0.05
C -2.58 0.40 -1.36
C -3.70 0.25 -2.16
C -3.59 -0.45 -3.35
C -2.35 -0.97 -3.72
C -1.28 -0.77 -2.87
N -1.39 -0.11 -1.71
C -1.44 0.96 2.04
C -1.43 -0.54 2.08
C -1.89 -1.25 3.17
C -1.88 -2.63 3.12
C -1.42 -3.25 1.96
C -0.97 -2.47 0.92
N -0.95 -1.13 0.98
C 0.39 3.11 0.95
C 0.84 4.38 1.27
C 2.19 4.57 1.51
C 3.05 3.49 1.44
C 2.52 2.25 1.11
N 1.22 2.06 0.86
H -1.68 3.43 1.39
H -1.31 3.30 -0.33
H -3.25 2.08 -0.23
H -3.32 0.55 0.62
H -4.64 0.68 -1.85
H -4.45 -0.58 -3.99
H -2.22 -1.51 -4.64
H -0.29 -1.14 -3.11
H -2.30 1.37 2.58
H -0.54 1.35 2.54
H -2.27 -0.73 4.04
H -2.23 -3.22 3.95
H -1.42 -4.33 1.86
H -0.58 -2.91 0.01
H 0.14 5.20 1.33
H 2.57 5.56 1.75
H 4.11 3.59 1.62
H 3.16 1.38 1.00
Cl -1.29 3.40 -2.80
C 0.42 2.96 -2.83
C 0.82 1.88 -2.06
C 2.15 1.55 -2.24
Cl 2.63 0.04 -1.42
C 3.07 2.23 -3.02
Cl 4.71 1.72 -3.12
C 2.61 3.34 -3.73
Cl 3.70 4.24 -4.71
C 1.26 3.69 -3.65
Cl 0.69 5.03 -4.56
N 2.11 -1.68 1.54
N 3.17 -2.48 1.10
C 3.01 -3.30 0.02
N 4.09 -4.08 -0.23
S 1.63 -3.42 -0.89
H 2.50 -0.92 2.07
H 1.49 -2.22 2.14
H 3.86 -2.76 1.78
H 4.98 -3.90 0.19
H 4.04 -4.67 -1.04
```

## Properties
Net charge: +1
2S+1: 4
<S²>: 3.76

---

Formula: C6H13N
Source: OMol25
Level of theory: the ωB97M-V functional and the def2-TZVPD basis

```
20
C6H13N, DFT the ωB97M-V functional and the def2-TZVPD basis
C 1.91 0.90 -0.45
C 0.59 1.33 0.15
N -0.64 0.69 -0.38
C -1.81 1.51 -0.65
C -0.26 0.46 0.94
C -0.63 -0.12 2.07
C 0.30 -2.79 -0.64
H 2.10 1.43 -1.38
H 2.73 1.11 0.25
H 1.89 -0.18 -0.65
H 0.50 2.40 0.38
H -2.70 0.88 -0.61
H -1.93 2.33 0.08
H -1.72 1.93 -1.66
H 0.48 -2.62 0.42
H 0.00 -0.05 2.95
H -1.56 -0.68 2.15
H -0.10 -1.87 -1.08
H -0.41 -3.61 -0.77
H 1.25 -3.05 -1.13
```

## Properties
Structure (SMILES): C=C1[C@@H](C)N1C.C
Net charge: 0
2S+1: 1

---

Formula: C32H27N8S2Sc
Source: OMol25
Level of theory: the ωB97M-V functional and the def2-TZVPD basis

```
70
C32H27N8S2Sc, DFT the ωB97M-V functional and the def2-TZVPD basis
Sc 0.15 0.25 -0.43
C -1.10 0.96 5.98
C -0.58 0.35 4.71
C -1.08 -0.86 4.23
C -0.64 -1.39 3.03
C 0.32 -0.74 2.26
N 0.72 -1.21 0.99
C 1.37 -2.41 0.90
C 1.78 -3.16 2.02
C 2.47 -4.35 1.91
C 2.83 -4.88 0.67
C 3.61 -6.15 0.54
C 2.45 -4.14 -0.45
C 1.73 -2.96 -0.35
N 1.38 -2.32 -1.58
C 1.10 -2.93 -2.75
C 1.02 -1.97 -3.73
C 1.26 -0.77 -3.06
N 1.49 -0.98 -1.77
C 0.83 0.47 2.75
C 0.37 1.01 3.95
N 1.83 1.20 2.04
C 2.88 1.86 2.58
C 3.53 2.51 1.55
C 2.81 2.16 0.40
N 1.78 1.38 0.71
H -1.69 0.24 6.55
H -1.75 1.81 5.76
H -0.29 1.31 6.62
H -1.83 -1.39 4.80
H -1.06 -2.31 2.65
H 1.55 -2.78 3.01
H 2.75 -4.88 2.81
H 3.71 -6.65 1.50
H 4.62 -5.96 0.16
H 3.14 -6.85 -0.15
H 2.75 -4.49 -1.43
H 0.96 -4.00 -2.78
H 0.77 -2.12 -4.77
H 1.23 0.24 -3.43
H 0.73 1.98 4.26
H 3.08 1.80 3.63
H 4.41 3.12 1.62
H 2.97 2.45 -0.62
N -2.17 2.67 -3.10
C -2.24 3.93 -2.59
C -3.01 4.92 -3.22
C -3.07 6.20 -2.71
C -2.35 6.56 -1.56
C -1.58 5.60 -0.94
C -1.54 4.30 -1.43
S -0.48 3.15 -0.63
N -0.28 1.97 -1.78
C -1.49 1.62 -2.44
C -2.01 0.36 -2.41
C -3.02 -0.12 -3.33
C -3.46 -1.40 -3.28
C -2.92 -2.31 -2.31
C -1.94 -1.85 -1.50
N -1.46 -0.58 -1.51
H -2.89 2.42 -3.76
H -3.56 4.67 -4.12
H -3.68 6.94 -3.21
H -2.39 7.57 -1.17
H -1.00 5.84 -0.06
H -3.41 0.54 -4.10
H -4.20 -1.74 -3.99
H -3.27 -3.33 -2.24
H -1.48 -2.50 -0.76
S -1.49 2.18 0.87
```

## Properties
Net charge: 0
2S+1: 1

---

Formula: C3H6O3
Source: OMol25
Level of theory: the ωB97M-V functional and the def2-TZVPD basis

```
12
C3H6O3, DFT the ωB97M-V functional and the def2-TZVPD basis
C 0.94 -1.04 -1.18
C 0.75 -0.14 0.00
C -0.65 0.11 0.39
H 1.98 -1.61 -1.34
H 0.08 -1.77 -1.24
H 0.70 -0.28 -2.00
H 1.14 -0.83 0.82
H 0.85 1.72 0.61
H -2.35 -0.61 0.24
O 1.39 1.09 -0.16
O -1.47 -1.00 0.09
O -1.00 1.14 1.03
```

## Properties
Structure (SMILES): C[C@@H](O)C(=O)O
Net charge: 0
2S+1: 1

---

Quick rundown of E_tot, same order as above: -3605.28635, -706.81741, -5436.14034, -1014.76414, -4992.77613, -291.08547, -3230.86354, -343.59143 a.u.